(1)
Computed, not measured: C10H31AsF6O5 as an isolated structure at a distorted geometry, with ωB97M-V/def2-TZVPD.

The calculation puts the molar mass at 420.3 g mol⁻¹. The value obtained for the LUMO energy is -2.869 eV. The multiplicity is 1. The value obtained for the total energy is -98251.4343 eV. As for the HOMO energy: -10.45 eV. The value obtained for the largest force on an atom is 3.309 eV/Å.

Last column: Mulliken charge in e.
Geometry (Å):
O (1.397, 0.010, 0.433)  -0.361
H (1.589, 0.868, 0.818)  0.461
H (1.109, 0.138, -0.473)  0.438
H (0.776, -0.514, 0.945)  0.453
As (3.538, -6.909, 0.626)  1.978
F (3.727, -5.288, 1.475)  -0.527
F (4.126, -6.073, -0.843)  -0.489
F (3.160, -8.352, -0.263)  -0.451
F (3.000, -7.662, 2.162)  -0.485
F (1.788, -6.468, 0.282)  -0.531
F (5.237, -7.411, 0.998)  -0.496
C (-2.000, 5.576, 2.561)  -1.207
C (-0.842, 5.298, 1.567)  0.235
C (-0.117, 6.607, 1.146)  -1.176
O (0.084, 4.501, 2.245)  -0.551
H (-2.890, 6.055, 2.153)  0.371
H (-1.722, 6.236, 3.382)  0.311
H (-2.225, 4.622, 3.040)  0.324
H (-1.247, 4.737, 0.724)  0.327
H (0.255, 7.106, 2.041)  0.359
H (-0.722, 7.305, 0.568)  0.361
H (0.640, 6.217, 0.465)  0.284
H (0.490, 5.040, 2.927)  0.362
C (0.211, -1.771, -4.447)  -1.255
C (-0.318, -0.411, -4.987)  0.531
C (-1.760, -0.463, -5.521)  -1.273
O (-0.267, 0.518, -4.001)  -0.521
H (-0.406, -2.177, -3.646)  0.325
H (1.252, -1.576, -4.190)  0.291
H (0.222, -2.560, -5.198)  0.370
H (0.290, -0.021, -5.804)  0.214
H (-2.190, 0.525, -5.687)  0.373
H (-2.478, -0.909, -4.832)  0.309
H (-1.825, -1.021, -6.455)  0.332
H (-0.520, 1.360, -4.386)  0.310
C (-4.907, -1.813, 3.931)  -1.319
C (-4.078, -2.125, 2.696)  0.474
C (-4.518, -1.187, 1.567)  -1.228
O (-2.715, -1.812, 2.880)  -0.560
H (-5.957, -1.910, 3.658)  0.325
H (-4.741, -0.817, 4.342)  0.333
H (-4.805, -2.400, 4.843)  0.377
H (-4.087, -3.206, 2.558)  0.291
H (-4.112, -1.622, 0.655)  0.309
H (-4.182, -0.151, 1.607)  0.309
H (-5.579, -1.354, 1.381)  0.384
H (-2.315, -2.370, 3.551)  0.307
C (6.889, 0.936, -0.599)  -0.494
O (6.138, 2.028, -0.148)  -0.506
H (6.975, 0.245, 0.239)  0.207
H (6.358, 0.440, -1.411)  0.228
H (7.908, 1.188, -0.895)  0.260
H (6.365, 2.795, -0.680)  0.305

Atoms 1-3, force components in eV/Å:
O 0.7320 -0.1055 -0.2694
H 0.2432 0.7758 0.7176
H -0.3429 -0.1902 -1.1143



(2)
Computed, not measured: an isolated ion of composition C7H12IN4O4S and charge +1, with ωB97M-V/def2-TZVPD.

The calculation puts the molar mass at 375.2 g mol⁻¹. The net charge is +1. Its SMILES is O=C(I)Cn1nnc[n+]1CCCCS(=O)(=O)O. The value obtained for the LUMO energy is -4.467 eV. The multiplicity is 1. The value obtained for the total energy is -40530.5618 eV. As for the HOMO energy: -13.69 eV. The value obtained for the largest force on an atom is 0.344 eV/Å.

Last column: Mulliken charge in e.
Geometry (Å):
O (-2.636, -0.156, -2.278)  -0.409
C (-1.795, 0.670, -2.390)  0.367
I (-2.152, 2.734, -2.170)  0.167
C (-0.340, 0.318, -2.709)  -0.855
N (-0.121, -1.113, -2.570)  0.826
N (-0.232, -1.931, -3.570)  -0.444
N (0.024, -3.138, -3.146)  -0.411
C (0.289, -3.043, -1.848)  0.139
N (0.193, -1.780, -1.455)  0.153
C (0.414, -1.227, -0.097)  -0.872
C (-0.698, -0.328, 0.441)  0.392
C (-0.397, -0.039, 1.932)  -1.206
C (-0.083, 1.437, 2.227)  -0.855
S (1.685, 1.719, 2.500)  1.244
O (2.099, 2.703, 1.551)  -0.598
O (2.349, 0.455, 2.569)  -0.614
O (1.770, 2.316, 3.963)  -0.478
H (-0.134, 0.560, -3.754)  0.384
H (0.357, 0.872, -2.080)  0.530
H (0.538, -3.865, -1.194)  0.422
H (1.389, -0.733, -0.083)  0.284
H (0.489, -2.117, 0.531)  0.327
H (-0.697, 0.625, -0.093)  -0.271
H (-1.673, -0.797, 0.303)  0.442
H (-1.222, -0.376, 2.560)  0.464
H (0.467, -0.631, 2.235)  0.575
H (-0.644, 1.787, 3.094)  0.552
H (-0.322, 2.101, 1.396)  0.359
H (1.085, 2.978, 4.137)  0.385

Atoms 1-3, force components in eV/Å:
O 0.0437 -0.0829 0.0498
C -0.1390 -0.1156 -0.0309
I 0.0792 0.0900 -0.0374



(3)
Computed, not measured: a 3-piece molecular cluster, C2H10NO2 overall at a distorted geometry, with ωB97M-V/def2-TZVPD.

The calculation puts the molar mass at 80.1 g mol⁻¹. The net charge is +1. The value obtained for the LUMO energy is -3.358 eV. The multiplicity is 1. The value obtained for the total energy is -7813.8194 eV. As for the HOMO energy: -14.48 eV. The value obtained for the largest force on an atom is 1.591 eV/Å.

Last column: Mulliken charge in e.
Geometry (Å):
C (-0.041, -0.967, -1.077)  -0.054
C (-0.252, -2.279, -1.031)  -0.659
N (-0.194, -0.153, 0.178)  -0.218
H (0.375, -0.454, -1.932)  0.332
H (-0.647, -2.764, -1.914)  0.266
H (-0.050, -2.874, -0.142)  0.270
H (-0.800, -0.658, 0.822)  0.405
H (-0.663, 0.709, -0.162)  0.328
H (0.675, 0.008, 0.706)  0.368
H (1.846, 0.128, 2.953)  0.318
H (1.005, 1.293, 3.156)  0.302
O (1.092, 0.576, 2.529)  -0.637
H (-1.486, 2.797, -1.281)  0.342
H (-0.169, 2.310, -1.815)  0.341
O (-0.690, 2.328, -0.991)  -0.705

Atoms 1-3, force components in eV/Å:
C 0.1557 -0.7411 0.9454
C -0.0466 0.4199 -0.1727
N 0.6839 -1.0944 -0.9302